No. 1
A structure of composition C34H41CoIN4O7PS2, computed with ωB97M-V/def2-TZVPD.

The calculation puts the molar mass at 898.67 g mol⁻¹. The frontier orbital gap (alpha / beta) comes out at 4.61 / 6.46 eV. The calculation puts the LUMO energy (alpha / beta) at 2.32 / 2.31 eV. The calculation puts the HOMO energy (alpha / beta) at -2.29 / -4.14 eV. As for the charge: -1. As for the spin multiplicity: 4. As for the energy above the lowest of the compared OMol25 structures with the same formula, charge and spin: 0.00 kcal/mol.

XYZ file:
```
91
Properties=species:S:1:pos:R:3:lowdin_spin:R:1
C 2.20 -4.33 1.87 0.000
H 1.76 -4.65 2.81 0.000
H -3.03 -1.48 4.40 0.002
I 3.60 0.16 -1.10 0.027
C -2.81 -0.75 1.06 0.038
C -4.14 -1.10 0.74 0.003
N 0.79 0.63 3.04 0.104
H 5.95 3.19 5.28 0.007
C 2.91 1.86 -4.42 0.000
H 4.00 2.15 6.43 -0.002
Co 0.05 -0.67 0.24 1.885
P 0.29 -2.87 0.73 -0.017
N -2.56 2.89 1.23 0.000
C 5.12 2.81 4.70 0.097
H -4.25 -1.61 -5.89 0.000
H -4.44 -0.99 -0.30 -0.001
C 4.03 2.23 5.35 0.003
S -0.35 3.91 0.12 0.001
H 1.76 -2.85 -1.75 0.000
H -1.93 -4.66 0.32 0.000
C 4.19 -0.03 -5.16 0.000
O 1.70 -3.04 1.51 -0.005
H 2.59 -0.68 1.15 -0.001
H 0.13 3.53 2.78 0.001
C 4.05 2.38 2.60 0.085
C -2.88 1.15 -4.49 0.000
H 0.52 2.74 -3.79 0.000
C 1.76 1.07 -4.34 0.000
H -2.25 -4.95 2.05 0.000
C -1.30 3.36 1.41 0.000
H -2.58 3.54 3.85 0.000
O 0.15 -0.41 -2.19 0.025
C -4.63 -1.76 3.01 -0.001
H 3.28 -4.22 1.98 0.000
C -2.42 -0.88 2.44 0.008
S 0.05 1.09 -2.18 0.014
H -5.31 -2.14 3.75 -0.002
C -1.74 1.46 -2.26 0.000
C -1.64 2.99 3.82 0.002
C -2.72 -0.72 -2.99 0.000
C 4.11 1.31 -4.83 0.000
C -3.75 -0.98 -5.16 0.000
H 2.55 1.92 0.78 0.000
H -3.84 0.79 -6.37 0.000
N -0.16 0.09 2.27 -0.021
H -0.36 1.36 -4.51 0.000
C 3.05 -0.82 -5.08 0.000
H 4.10 2.46 1.51 0.006
O 1.92 1.20 5.35 0.026
H -2.06 1.22 -1.25 0.000
H 5.00 1.94 -4.89 0.000
H 5.13 -0.47 -5.47 0.000
C -1.91 -4.22 1.32 0.002
C 0.47 1.65 -3.86 0.005
C 2.95 1.72 4.65 0.056
H 0.05 -2.69 -2.17 0.000
H 1.27 0.84 4.70 -0.001
H 3.10 -1.88 -5.33 0.000
C -5.03 -1.60 1.68 0.055
C 1.83 1.24 2.50 0.196
C -1.15 -0.42 2.97 0.217
H 1.98 -5.06 1.09 0.000
H -2.87 2.16 1.85 0.000
C -3.52 0.36 -5.43 0.000
O -0.57 -3.88 1.68 0.009
C -2.47 0.62 -3.27 0.000
H -1.07 3.24 4.72 0.000
N -0.86 3.41 2.67 0.001
H -1.05 -0.43 4.05 0.010
H -1.82 2.53 -2.46 0.000
H 2.86 2.90 -4.14 0.000
H 0.96 -0.89 -4.60 0.000
H -1.83 1.92 3.83 0.002
H -2.56 -3.34 1.35 0.001
H -2.81 2.75 0.27 0.000
C 0.81 -3.38 -1.80 -0.001
C 1.84 -0.28 -4.68 0.000
C 2.02 -0.20 0.36 0.008
H 5.95 3.33 2.79 -0.003
H 0.90 -4.23 -2.48 0.000
H -2.42 -1.12 -2.03 0.000
H -3.54 -2.56 -3.72 0.000
H -2.71 2.20 -4.70 0.000
O -2.01 -0.34 0.14 0.059
O 1.87 1.30 1.07 0.029
H -6.03 -1.87 1.38 0.004
C 5.12 2.88 3.32 -0.003
O 0.44 -3.92 -0.53 0.001
C 2.94 1.77 3.22 0.020
C -3.35 -1.38 3.36 0.049
C -3.36 -1.51 -3.94 0.000
```



No. 2
A cluster of 6 separate species, C34H41F15NO14P in total at a distorted geometry, computed with ωB97M-V/def2-TZVPD.

As for the structure (SMILES): C[C@H](CC1=C([PH2]=N)C(=O)OC1=O)OCc1ccccc1.CCOC(=O)C(F)(F)F.CCOC(=O)C(F)(F)F.CCOC(=O)C(F)(F)F.CCOC(=O)C(F)(F)F.CCOC(=O)C(F)(F)F. The calculation puts the molar mass at 1003.64 g mol⁻¹. The frontier orbital gap comes out at 7.66 eV. The calculation puts the LUMO energy at -1.21 eV. The calculation puts the HOMO energy at -8.87 eV. As for the charge: 0. As for the spin multiplicity: 1.

XYZ file:
```
106
Properties=species:S:1:pos:R:3:mulliken_charge:R:1
O 1.54 2.80 5.13 -0.333
F -0.74 0.51 6.51 -0.190
C -1.15 -6.41 4.20 -0.866
C -2.26 0.04 -2.31 0.893
H -0.70 -5.55 4.70 0.284
F -7.50 2.69 2.69 -0.243
C -3.62 -1.37 7.28 0.038
O 3.84 1.98 -4.96 -0.283
C 8.30 3.04 -5.36 -0.189
H 2.37 2.39 3.25 0.289
C -1.66 -10.53 2.69 0.873
H -1.33 3.27 -7.64 0.340
H -0.45 -2.55 0.70 0.361
P 9.23 1.71 -6.28 0.347
C -8.25 1.94 0.55 0.344
C 6.03 2.45 -6.15 -0.500
F 1.29 0.74 7.19 -0.275
H -0.32 0.42 1.44 0.402
C -1.35 3.07 -5.36 -0.469
F -9.59 2.96 2.24 -0.244
C 0.62 2.60 -6.82 -0.498
F -2.22 -0.87 -3.30 -0.291
H 0.26 -0.93 2.43 0.323
H -2.24 -6.29 4.20 0.326
C -0.75 -7.70 4.88 -0.429
H 6.41 1.55 -3.42 0.277
H -2.92 -0.54 7.41 0.093
F -0.06 2.42 7.24 -0.269
H -6.88 3.13 -1.73 0.396
H -5.73 2.14 -2.64 0.343
C -0.47 -0.64 1.68 -0.866
C 0.89 2.29 -4.32 -0.370
H 0.33 -7.84 4.86 0.331
O -9.01 2.17 -0.34 -0.508
O 7.98 4.81 -3.84 -0.310
H -2.42 3.37 -5.28 0.341
H 2.97 3.81 4.09 0.325
N 10.75 1.63 -5.84 -0.700
H -0.83 -6.40 3.15 0.320
C -0.87 -9.32 3.18 0.364
H 6.44 -0.09 -4.34 0.321
H -3.64 -1.92 8.22 0.357
H 11.33 1.79 -6.67 0.232
H 1.52 2.01 -3.45 0.394
C -2.61 -1.73 5.19 0.355
H -1.46 -0.73 2.09 0.314
C 2.07 3.24 3.87 -0.197
F -1.88 -2.35 3.00 -0.270
C 0.75 1.73 5.09 0.335
H -5.85 0.37 -0.90 0.239
C -0.32 -1.50 0.44 -0.416
C -5.01 -0.87 6.95 -1.146
C 5.84 0.83 -4.05 -1.272
C 6.70 4.59 -4.40 0.400
H 8.62 0.43 -6.02 0.086
F -8.82 0.99 2.66 -0.249
H 6.55 1.88 -6.96 0.429
O -3.16 -2.28 6.28 -0.344
C -0.77 3.03 -6.71 -0.531
O -0.12 0.53 -1.28 -0.515
C -6.10 2.37 -1.64 -1.103
H 1.50 4.52 2.23 0.380
O 10.19 4.25 -4.30 -0.407
O 5.72 5.23 -4.23 -0.453
H 3.20 2.29 -6.96 0.222
H 0.76 4.96 3.78 0.320
H 0.17 3.56 2.89 0.281
O 0.46 1.13 4.10 -0.486
F -3.01 -3.82 4.09 -0.295
C 6.98 3.35 -5.31 0.261
H 5.01 0.43 -3.39 0.355
F -1.42 -11.62 3.44 -0.251
F -1.35 -10.87 1.43 -0.240
C -8.54 2.15 2.04 0.880
C -6.63 1.13 -0.96 -0.145
C 5.14 1.45 -5.31 0.253
H -5.01 -0.29 6.03 0.297
H -1.00 2.79 -3.20 0.256
H -5.69 -1.71 6.81 0.306
C 9.04 4.09 -4.44 0.350
O -1.43 -8.82 4.28 -0.319
H -7.46 0.69 -1.52 0.321
O -7.02 1.42 0.39 -0.299
H 1.07 2.56 -7.85 0.271
F -2.25 1.24 -2.90 -0.227
C 0.30 1.35 6.51 0.866
H -5.29 2.81 -1.05 0.280
C -0.51 2.72 -4.20 -0.216
H 5.30 3.14 -6.68 0.287
C -1.11 -0.14 -1.32 0.372
H -1.06 -7.67 5.92 0.368
O 0.14 -8.91 2.67 -0.506
H 4.91 0.58 -6.00 0.354
F -2.99 -10.32 2.72 -0.245
H 0.67 -1.40 -0.01 0.316
C 2.91 1.75 -6.01 -0.519
C 1.46 2.23 -5.67 0.591
F -0.97 -3.38 4.66 -0.302
O -2.49 -0.55 5.00 -0.525
H 2.82 0.66 -6.30 0.268
C -2.12 -2.82 4.23 0.958
H 9.17 1.97 -7.69 0.113
F -3.47 -0.09 -1.72 -0.243
H -5.40 -0.24 7.76 0.397
O -1.35 -1.19 -0.52 -0.337
C 1.07 4.12 3.15 -1.099
```



No. 3
A structure of composition C34H41GdN8O6S at a distorted geometry, computed with ωB97M-V/def2-TZVPD.

The calculation puts the molar mass at 847.07 g mol⁻¹. The frontier orbital gap (alpha / beta) comes out at 7.43 / 7.43 eV. The calculation puts the LUMO energy (alpha / beta) at 0.32 / 0.32 eV. The calculation puts the HOMO energy (alpha / beta) at -7.11 / -7.12 eV. As for the charge: 0. As for the spin multiplicity: 8. As for the energy above the lowest of the compared OMol25 structures with the same formula, charge and spin: 70.89 kcal/mol.

XYZ file:
```
91
Properties=species:S:1:pos:R:3:lowdin_spin:R:1
H 0.46 0.44 -4.39 0.000
H 8.08 -0.72 -4.67 0.000
H -3.37 -5.43 -2.52 0.000
H 1.58 6.13 0.24 0.000
N 1.43 -1.02 2.23 -0.011
C -0.47 -0.32 -2.64 0.000
H -4.78 3.23 0.93 0.000
H -3.31 3.33 3.22 0.000
O -1.06 1.17 1.86 -0.007
H -0.10 4.11 -1.25 0.000
H 0.95 5.58 4.43 0.000
Gd 0.51 0.05 0.36 7.053
C 5.78 -1.96 -3.21 0.000
H -2.67 4.34 1.90 0.000
H -5.35 1.55 -0.82 0.000
H 0.91 -1.21 -3.99 0.000
H 1.14 7.09 2.48 0.000
C -2.10 1.26 1.19 -0.001
N -2.38 0.35 0.25 0.000
C -3.34 -4.61 -1.81 0.000
C -3.78 -3.68 0.85 0.000
C 3.24 -1.03 3.61 0.000
C 4.10 -0.70 -2.06 0.000
H 8.78 -0.39 -3.08 0.000
H 0.96 1.91 4.29 0.000
C 1.26 6.02 2.36 0.000
C -4.44 1.48 -0.24 0.000
C 1.86 3.59 -0.47 0.000
C 2.70 -2.31 3.58 0.000
H -1.62 3.17 2.72 0.000
H 4.10 -0.70 4.16 0.000
C -3.48 0.45 -0.50 0.000
C -1.55 -2.88 0.40 0.001
C 1.51 5.48 1.11 0.000
C 1.16 5.17 3.44 0.000
C 1.60 -2.25 2.72 0.001
O 2.48 0.49 -0.46 -0.010
C 1.68 4.12 0.93 0.000
H -5.77 -3.44 0.03 0.000
H -1.30 -4.86 -1.14 0.000
H 0.93 -3.06 2.46 0.000
H 3.28 1.68 3.14 0.000
N 1.66 1.85 1.87 -0.008
N -2.42 -3.86 0.32 0.001
H 2.49 2.71 -0.46 0.000
H -4.45 -0.27 -2.08 0.000
H -4.05 -4.60 1.37 0.000
C 4.48 -1.85 -2.73 0.000
H 4.68 1.22 -1.34 0.000
H 6.07 -2.86 -3.74 0.000
C 6.29 0.22 -2.36 0.000
H -4.49 -2.50 -0.80 0.000
C -2.31 -4.88 -0.72 0.000
C 0.73 -0.22 -3.57 0.000
H 0.64 2.69 -2.01 0.000
H -3.80 -2.85 1.54 0.000
C -4.74 -3.46 -0.32 0.000
C 5.00 0.33 -1.87 0.000
H 2.16 2.44 6.40 0.000
N 1.88 0.35 -2.90 0.000
H 3.25 2.71 5.03 0.000
H 0.25 3.31 5.08 0.000
C 1.60 3.25 2.04 0.000
C 2.44 -0.24 2.76 0.000
O 1.66 -1.61 -1.27 -0.002
C 8.08 -1.03 -3.62 0.000
C 6.69 -0.92 -3.04 0.000
H 2.35 4.34 -1.09 0.000
H 3.06 -3.18 4.11 0.000
C 2.33 3.05 5.51 0.000
N -0.79 -2.01 0.44 -0.008
H 2.49 4.09 5.82 0.000
H -2.81 -0.85 -1.95 0.000
C 1.14 2.95 4.55 0.000
C 1.32 3.80 3.31 0.000
C 2.49 1.16 2.59 0.001
N -2.98 2.32 1.40 0.000
H 8.45 -2.05 -3.58 0.000
C 0.50 3.22 -1.08 0.000
C -2.63 3.36 2.37 0.000
N -3.67 -0.45 -1.47 0.000
H 3.77 -2.65 -2.87 0.000
S 2.39 -0.39 -1.66 0.000
O -0.43 0.38 -1.58 -0.008
O -1.42 -1.06 -2.96 -0.001
C -4.13 2.39 0.70 0.000
H -3.09 -3.68 -2.33 0.000
H -0.06 2.57 -0.38 0.000
H 6.99 1.03 -2.21 0.000
H -2.49 -5.85 -0.26 0.000
O -4.64 -4.52 -1.25 0.000
```